# 1
Entry from the OMol25 dataset: a structure of composition C45H38BrCl2IN4O2P2S3Tl in a non-equilibrium geometry (ωB97M-V with the def2-TZVPD basis set).

Structure (XYZ):
```
99
Properties=species:S:1:pos:R:3:forces:R:3
Tl 0.408 -0.250 0.774 -0.3321 1.0740 0.4982
S -1.774 1.244 1.782 -0.0127 -0.1977 -0.0900
C -0.817 2.430 2.587 -0.1196 0.0324 -0.0536
C -1.247 3.771 2.536 0.0437 0.1558 0.0953
C -0.607 4.760 3.243 -0.1978 0.0315 -0.0773
C 0.523 4.453 4.008 0.1586 -0.1236 0.0643
C 1.014 3.169 4.010 -0.0552 0.1657 0.0271
C 0.362 2.129 3.320 0.0150 -0.1525 0.0020
S 1.039 0.546 3.425 -0.0117 -0.1979 -0.1224
H -2.133 3.988 1.953 0.0204 0.0456 -0.0479
H -0.983 5.776 3.211 -0.0021 0.0014 0.0033
H 1.011 5.218 4.599 0.0418 0.0304 -0.0656
H 1.899 2.909 4.576 0.0269 0.0629 -0.0166
C -2.714 0.138 -3.680 0.0102 -0.0072 -0.0329
N -1.818 0.178 -2.530 0.3647 0.0091 0.1986
P -1.114 1.623 -1.863 -0.3350 0.0152 -0.3218
C -0.532 2.415 -3.428 -0.0611 0.0150 0.0686
C -1.288 3.248 -4.250 0.0567 -0.0086 -0.0907
C -0.759 3.728 -5.440 -0.0494 0.0377 -0.0320
C 0.532 3.391 -5.821 -0.0041 -0.0020 -0.0535
C 1.292 2.558 -5.014 0.0141 -0.0063 -0.0510
C 0.760 2.079 -3.828 0.0477 0.0025 0.1077
C -2.622 2.621 -1.574 0.1295 -0.0669 0.1826
C -3.871 2.039 -1.385 0.0776 0.0652 -0.0795
C -4.981 2.830 -1.137 -0.0523 0.0133 0.0304
C -4.847 4.207 -1.036 -0.0747 -0.0086 0.0463
C -3.589 4.787 -1.135 0.0157 0.0317 0.0026
C -2.481 3.998 -1.398 -0.0421 -0.0309 -0.0049
P -1.194 -1.237 -1.847 -0.9340 0.1942 -0.5464
C -2.736 -2.244 -1.842 0.2941 -0.0688 0.0512
C -3.606 -2.051 -0.770 0.0433 -0.0222 -0.0505
C -4.802 -2.748 -0.705 -0.0856 0.0414 0.0170
C -5.144 -3.634 -1.718 -0.0174 0.0055 -0.0410
C -4.296 -3.807 -2.802 -0.0031 -0.0722 -0.0393
C -3.094 -3.116 -2.866 -0.0460 -0.1087 0.1235
C -0.198 -2.031 -3.107 0.1287 -0.0458 0.1310
C 0.457 -1.299 -4.103 -0.4171 -0.1803 -0.2760
C 1.421 -1.820 -4.924 0.0982 0.2551 0.1252
C 1.878 -3.185 -4.773 0.4594 -0.3635 0.1921
C 1.383 -3.998 -3.642 0.1259 -0.0654 0.1150
C 0.463 -3.324 -2.619 -0.1851 0.3981 -0.1704
H -2.915 1.156 -4.007 -0.0473 -0.0155 -0.0524
H -3.663 -0.343 -3.427 0.0171 0.0290 -0.0200
H -2.263 -0.414 -4.510 -0.0164 0.0234 -0.0293
H -2.295 3.531 -3.970 -0.0008 -0.0071 0.0351
H -1.361 4.367 -6.076 0.0092 0.0245 0.0195
H 0.943 3.782 -6.743 0.0077 -0.0106 -0.0097
H 2.301 2.289 -5.299 0.0147 0.0180 0.0349
H 1.349 1.429 -3.196 0.1422 0.0404 0.1093
H -3.969 0.961 -1.424 -0.0276 -0.0122 -0.0560
H -5.953 2.367 -1.013 -0.0094 0.0102 0.0026
H -5.719 4.825 -0.862 0.0064 0.0059 0.0500
H -3.477 5.856 -1.003 0.0298 -0.0016 -0.0267
H -1.494 4.442 -1.467 -0.0189 0.0518 -0.0170
H -3.329 -1.361 0.020 -0.0190 0.0022 0.0442
H -5.464 -2.606 0.140 0.0128 0.0120 0.0098
H -6.074 -4.187 -1.669 -0.0124 0.0220 0.0148
H -4.574 -4.481 -3.604 0.0097 -0.0160 0.0009
H -2.434 -3.250 -3.715 0.0154 0.0268 -0.0188
H 0.104 -0.295 -4.304 0.0261 0.0524 0.0466
H 1.844 -1.217 -5.715 0.0172 0.0125 0.0013
H 2.188 -3.706 -5.670 -0.2698 -0.0462 -0.0504
H 1.158 -5.041 -3.826 -0.0409 0.0405 -0.0448
H -0.283 -4.037 -2.253 0.0245 0.0200 -0.0736
S 3.148 -3.650 -3.440 -0.0885 0.1141 -0.2875
C 1.186 -2.809 -1.452 0.2245 -0.0853 0.5993
N 1.587 -2.244 -0.527 0.2782 -0.7014 -0.3650
N -4.354 -4.113 4.107 -0.1223 0.0685 -0.0393
C -3.304 -3.475 3.483 0.1839 0.1775 -0.1131
C -2.636 -2.409 4.090 -0.0557 -0.1338 -0.0273
C -1.616 -1.774 3.409 -0.1204 -0.0698 0.1428
N -1.216 -2.126 2.185 0.0082 -0.1804 0.0409
C -1.854 -3.140 1.609 0.1012 -0.0196 0.1515
C -2.892 -3.834 2.198 -0.0978 -0.1395 0.0400
H -4.449 -3.974 5.097 0.0071 -0.0758 0.0201
H -4.610 -5.024 3.769 0.0237 -0.0320 0.0525
H -2.909 -2.083 5.086 0.0028 0.0280 0.0039
H -1.078 -0.953 3.865 0.0051 0.0841 -0.0641
H -1.508 -3.414 0.618 -0.0186 -0.0444 -0.0226
H -3.383 -4.643 1.671 0.0190 -0.0064 -0.0401
Br 4.188 -4.758 4.791 0.0881 -0.0406 -0.0057
C 4.676 -4.393 2.995 -0.1488 0.0313 0.0362
C 5.862 -4.940 2.529 -0.0040 -0.0135 0.0238
C 6.249 -4.725 1.217 0.0669 -0.0094 -0.0167
C 5.466 -3.938 0.388 -0.0473 -0.0229 -0.0015
C 4.289 -3.382 0.863 -0.0639 0.0229 -0.0198
C 3.867 -3.621 2.165 -0.2184 -0.0431 0.3552
I 2.005 -2.860 2.805 0.5069 -0.2226 -0.1561
H 6.470 -5.535 3.196 -0.0085 -0.0145 -0.0031
H 7.161 -5.177 0.849 0.0270 0.0272 -0.0019
H 5.748 -3.760 -0.642 0.0560 0.0264 0.0118
H 3.685 -2.769 0.216 -0.0875 0.0945 -0.0657
Cl 3.574 0.107 -1.998 -0.0033 -0.0604 -0.2184
C 3.677 1.221 -0.606 -0.3473 0.4689 -0.0784
Cl 3.527 0.294 0.890 0.4095 -0.0425 0.1784
C 2.548 2.332 -0.722 0.0364 -0.4360 0.2364
O 2.952 3.392 -1.195 0.0608 0.0853 -0.1385
O 1.403 1.990 -0.341 0.3460 -0.0012 -0.0578
H 4.656 1.687 -0.640 -0.0233 -0.0710 0.0408
```
Positions in Å, forces in eV/Å.

As for the total charge: -1. As for the orbital gap (spin up / spin down): 5.327 / 4.286 eV. As for the total energy: -7948.99952 Ha. As for the HOMO energy (spin up / spin down): -4.171 / -3.724 eV.



# 2
Entry from the OMol25 dataset: a structure of composition C45H39F15GeN3O16P2S4SbSr in a non-equilibrium geometry (ωB97M-V with the def2-TZVPD basis set).

Structure (XYZ):
```
127
Properties=species:S:1:pos:R:3:forces:R:3
Sr 1.253 -0.684 0.697 -1.2145 -0.8570 -1.2491
N -3.019 -1.505 -0.710 0.0754 -0.0688 0.4292
C -1.905 -2.044 -1.594 -0.0404 0.0076 0.0063
C -2.607 -2.722 -2.774 -0.0097 0.0004 0.0443
P -0.953 -3.363 -0.618 0.0054 0.0171 -0.0952
O -2.049 -3.711 0.513 -0.0371 -0.1790 -0.2372
O -0.770 -4.532 -1.512 0.0181 0.0907 -0.0074
O 0.224 -2.718 0.053 0.0990 -0.0754 0.1564
P -1.122 -0.433 -2.193 0.0458 -0.0459 -0.0188
O -0.722 -0.742 -3.741 -0.0009 0.0482 0.0545
O -2.306 0.492 -2.216 -0.0269 0.0752 -0.0016
O 0.125 -0.083 -1.460 0.2046 -0.0086 0.1154
H -2.743 -1.376 0.295 -0.0626 -0.1604 -0.3417
H -3.797 -2.160 -0.698 0.0143 -0.0178 0.0205
H -3.279 -0.589 -1.125 0.0136 0.0446 -0.0216
H -3.203 -3.567 -2.418 0.0018 0.0052 -0.0087
H -1.874 -3.120 -3.470 0.0083 0.0054 0.0115
H -3.252 -2.011 -3.299 -0.0131 -0.0017 -0.0139
H -2.030 -3.055 1.236 -0.0284 0.1875 0.2579
H -1.385 -0.319 -4.300 -0.0103 -0.0263 -0.0259
F -1.337 -6.184 -7.881 0.0133 0.0011 0.0134
C -0.700 -5.508 -6.886 -0.0079 0.0033 -0.0077
C -0.357 -6.186 -5.735 0.0054 0.0028 0.0021
C 0.292 -5.485 -4.725 -0.0032 -0.0237 0.0304
C 0.600 -4.134 -4.866 -0.0214 0.0828 -0.0444
C 0.224 -3.489 -6.044 0.0258 -0.0234 0.0086
C -0.426 -4.169 -7.067 -0.0055 -0.0040 -0.0172
Sb 1.433 -3.014 -3.230 0.0669 0.0243 0.0828
C 2.718 -1.799 -4.470 -0.0230 -0.0225 -0.0190
C 3.378 -2.218 -5.623 -0.0060 0.0028 -0.0031
C 4.224 -1.366 -6.323 -0.0015 -0.0105 -0.0001
C 4.396 -0.082 -5.848 0.0035 0.0085 -0.0002
F 5.222 0.755 -6.527 -0.0095 -0.0069 0.0048
C 3.754 0.383 -4.720 -0.0084 0.0118 0.0096
C 2.910 -0.486 -4.040 -0.0143 -0.0096 -0.0160
C 2.891 -4.486 -2.685 -0.0295 -0.0417 -0.0082
C 3.698 -5.167 -3.592 -0.0123 -0.0130 -0.0082
C 4.679 -6.048 -3.160 0.0039 -0.0011 -0.0106
C 4.839 -6.230 -1.800 0.0009 -0.0012 -0.0020
F 5.803 -7.086 -1.374 -0.0025 -0.0002 -0.0028
C 4.062 -5.581 -0.867 0.0080 0.0116 0.0172
C 3.078 -4.711 -1.323 0.0229 0.0130 -0.0321
H -0.602 -7.235 -5.634 0.0006 0.0014 0.0031
H 0.549 -6.000 -3.806 -0.0158 0.0020 0.0075
H 0.448 -2.435 -6.173 -0.0099 -0.0009 -0.0083
H -0.716 -3.679 -7.987 -0.0021 0.0007 0.0027
H 3.228 -3.224 -6.000 0.0080 0.0043 0.0002
H 4.744 -1.683 -7.218 -0.0006 -0.0011 0.0041
H 3.917 1.399 -4.386 0.0004 -0.0038 -0.0008
H 2.386 -0.130 -3.158 0.0158 0.0077 0.0042
H 3.568 -5.015 -4.658 -0.0023 -0.0098 0.0042
H 5.319 -6.579 -3.852 -0.0028 -0.0016 -0.0002
H 4.241 -5.731 0.188 -0.0088 0.0029 0.0063
H 2.458 -4.190 -0.602 -0.0088 -0.0012 0.0220
F 6.747 -2.748 -1.197 0.1161 -0.0634 0.0668
C 5.804 -1.825 -1.328 0.0672 0.0326 0.1052
F 5.025 -2.175 -2.344 -0.2127 -0.1278 -0.1412
F 6.374 -0.664 -1.637 0.0214 0.1939 0.0078
S 4.780 -1.699 0.243 -0.1503 -0.2838 -0.3199
O 3.438 -1.485 -0.288 0.2446 0.0029 0.1908
O 5.028 -2.927 0.935 -0.0508 -0.0795 -0.0436
N 5.199 -0.397 0.983 -0.1371 0.4590 0.0196
S 6.627 -0.179 1.634 0.2134 -0.2638 0.0562
O 7.667 -0.898 0.950 -0.0065 0.0637 -0.0259
O 6.797 1.206 1.933 -0.0012 0.0819 0.0022
C 6.530 -1.031 3.308 0.0572 -0.0482 -0.0857
F 7.515 -1.929 3.408 0.1264 -0.0699 -0.0007
F 5.382 -1.668 3.479 -0.2210 0.0356 0.0916
F 6.689 -0.151 4.292 -0.0366 0.1400 0.0832
F 3.747 2.673 1.823 -0.1361 -0.0204 -0.1522
C 2.621 1.993 1.732 0.2397 0.6521 0.0415
F 2.581 1.460 0.473 0.0595 -0.2181 0.5667
F 1.592 2.840 1.796 0.0845 -0.1975 0.0437
S 2.579 0.799 3.251 0.3934 0.1883 0.5779
O 2.442 -0.579 2.809 0.2413 0.6682 -0.1966
O 3.777 1.183 3.920 0.1450 -0.2445 0.0577
N 1.256 1.172 3.977 -0.4430 -0.2015 -0.2091
S 1.107 2.322 5.042 0.1545 0.2346 0.1957
O 1.779 3.545 4.714 -0.0336 0.0331 -0.0358
O -0.263 2.373 5.462 -0.0699 -0.0601 -0.0621
C 2.024 1.674 6.543 0.0312 0.0334 -0.0415
F 3.210 2.254 6.664 0.1157 0.0692 -0.0067
F 2.200 0.357 6.487 -0.0556 -0.1470 -0.0230
F 1.320 1.948 7.646 -0.1115 0.0709 0.1076
O -2.574 -1.456 2.106 -0.0660 0.2258 -0.3354
C -2.060 -0.301 2.045 0.0072 -0.2297 0.5531
O -0.998 -0.028 1.448 0.3735 -0.0069 -0.1512
C -2.815 0.843 2.714 -0.1108 -0.0474 -0.1628
C -2.320 2.212 2.263 -0.0975 0.0274 0.0041
Ge -3.653 3.614 2.450 -0.0552 0.0233 0.0565
C -2.938 5.296 1.753 0.0157 -0.0252 -0.0090
C -1.648 5.684 2.118 -0.0242 0.0348 -0.0369
C -1.097 6.864 1.638 0.0068 -0.0156 0.0047
C -1.832 7.676 0.785 0.0030 0.0046 -0.0062
C -3.116 7.305 0.415 -0.0032 -0.0028 0.0048
C -3.662 6.121 0.895 -0.0061 0.0003 0.0169
C -5.174 3.062 1.344 -0.0200 -0.0092 -0.0035
C -4.961 2.876 -0.024 0.0501 -0.0248 0.0111
C -5.960 2.372 -0.844 -0.0137 -0.0184 -0.0023
C -7.199 2.049 -0.306 -0.0072 -0.0154 0.0078
C -7.426 2.221 1.052 -0.0053 -0.0001 -0.0074
C -6.418 2.717 1.869 0.0005 0.0151 0.0044
C -4.241 3.897 4.294 0.0109 0.0294 0.0181
C -5.382 4.647 4.582 -0.0082 0.0183 -0.0108
C -5.767 4.889 5.893 -0.0088 0.0049 -0.0065
C -5.006 4.390 6.942 0.0079 -0.0053 -0.0122
C -3.861 3.654 6.672 -0.0045 -0.0044 0.0225
C -3.483 3.409 5.358 0.0255 -0.0302 -0.0717
H -2.749 0.711 3.797 0.0780 0.0068 -0.0150
H -3.869 0.689 2.459 -0.0208 0.0440 0.0442
H -2.102 2.172 1.192 0.0453 0.0324 -0.0019
H -1.385 2.481 2.749 0.1154 -0.0107 0.0974
H -1.057 5.059 2.778 0.0218 -0.0233 0.0187
H -0.089 7.138 1.923 -0.0059 0.0162 0.0003
H -1.401 8.594 0.403 -0.0004 -0.0028 0.0033
H -3.691 7.933 -0.255 0.0032 -0.0040 0.0013
H -4.662 5.832 0.588 0.0038 -0.0029 -0.0033
H -3.992 3.102 -0.457 0.0029 0.0059 -0.0221
H -5.761 2.212 -1.896 0.0043 0.0230 -0.0156
H -7.980 1.650 -0.943 -0.0022 0.0002 0.0016
H -8.386 1.955 1.479 0.0026 0.0018 -0.0030
H -6.602 2.821 2.933 0.0008 -0.0026 -0.0073
H -5.978 5.056 3.772 -0.0044 0.0064 0.0044
H -6.657 5.473 6.097 0.0001 0.0013 -0.0009
H -5.301 4.580 7.967 -0.0021 -0.0015 0.0000
H -3.254 3.272 7.484 0.0114 -0.0060 -0.0153
H -2.575 2.849 5.165 0.0091 -0.0127 0.0375
```
Positions in Å, forces in eV/Å.

As for the total charge: -2. The calculation puts the energy above the lowest of the compared OMol25 structures with the same formula, charge and spin at 11.5 kcal per mole. As for the orbital gap: 7.801 eV. As for the total energy: -9228.20896 Ha. As for the HOMO energy: -4.310 eV.



> The highest total charge belongs to which entry?

C45H38BrCl2IN4O2P2S3Tl



> Among the records above, which one has the lowest total charge?

C45H39F15GeN3O16P2S4SbSr



> Number 1 is which compound?

C45H38BrCl2IN4O2P2S3Tl



> total charge of number 1 (C45H38BrCl2IN4O2P2S3Tl)?

-1